Record 1
Molecular formula: C15H19Cl3GeNO4PtSSi
Method: DFT, wB97M-V/def2-TZVPD

Geometry as XYZ:
```
46
Properties=species:S:1:pos:R:3:forces:R:3
Pt -0.02911 -0.16151 0.00133 -0.1338 0.1547 -0.1998
C -2.74995 -0.07087 1.71710 -0.0196 0.0774 0.0554
O -2.84939 -0.84332 0.52888 0.0176 0.0414 -0.0513
C -1.91207 -0.59458 -0.41841 0.3113 -0.0645 -0.0714
C -2.16254 -1.49622 -1.59513 -0.0700 0.0996 0.0099
H -3.53693 -0.42978 2.38123 -0.0085 0.0087 -0.0092
H -2.88670 0.99135 1.50311 0.0324 -0.0170 -0.0287
H -1.77118 -0.21564 2.17666 -0.0157 -0.0043 0.0189
H -3.08471 -1.20228 -2.11080 -0.0100 -0.0245 0.0282
H -2.27599 -2.53369 -1.25637 0.0256 -0.0195 -0.0131
H -1.33239 -1.44100 -2.29622 -0.0128 0.0111 -0.0088
Cl 4.58421 0.43876 1.27540 -0.1883 0.1373 0.0603
Ge 2.62010 1.06602 0.20735 0.3530 -0.6958 -0.3113
Cl 2.77776 -0.65346 -1.37923 0.1683 0.2578 0.0157
Cl 3.59513 2.70401 -1.06221 -0.1406 0.0113 0.0762
C 0.99331 -4.77041 3.71066 0.0236 -0.0067 0.0338
Si 0.66350 -4.63704 1.86164 -0.0152 -0.0911 0.0237
C -0.70134 -5.86995 1.44554 -0.0204 -0.0352 -0.0053
C 2.20821 -5.17965 0.94395 0.0648 -0.0009 -0.0275
C 0.20827 -2.97726 1.38141 -0.1128 0.1484 0.0675
C 0.07755 -1.84747 0.92564 0.1839 0.1310 -0.1375
H 1.30325 -5.78211 3.99054 -0.0054 0.0006 -0.0112
H 0.09871 -4.51566 4.28360 0.0012 0.0147 -0.0104
H 1.78469 -4.07685 4.00254 -0.0072 0.0069 0.0003
H -0.43708 -6.88526 1.75786 0.0106 0.0079 0.0035
H -0.87378 -5.88008 0.36675 -0.0158 0.0088 0.0036
H -1.64146 -5.59540 1.92921 0.0107 0.0146 0.0032
H 2.59605 -6.13779 1.30376 -0.0205 0.0024 0.0045
H 2.98877 -4.42303 1.04560 0.0019 -0.0086 0.0227
H 1.99294 -5.27196 -0.12303 -0.0024 0.0027 -0.0004
O -0.87436 5.02132 1.59441 0.0130 0.0257 0.0089
S -1.61028 4.22835 0.64144 0.0693 -0.1200 -0.0751
O -3.03030 4.10967 0.87859 -0.0119 -0.0728 -0.0136
N -0.91465 2.78966 0.37919 -0.1028 0.2336 -0.0605
C -0.44150 2.68970 -0.85647 0.1637 -0.1064 -0.0906
O 0.13279 1.69574 -1.36474 -0.5727 -0.1731 0.7352
C -0.65760 3.91886 -1.69662 0.0179 0.0318 -0.0516
C -0.28294 4.13469 -3.00958 0.0258 -0.0188 -0.0410
C -0.64405 5.33888 -3.60233 -0.0091 -0.0142 0.0040
C -1.36890 6.29593 -2.89438 0.0339 0.0095 0.0285
C -1.73145 6.07668 -1.56969 0.0284 0.0159 0.0283
C -1.34886 4.88132 -0.99614 -0.0578 0.0063 0.0010
H 0.27958 3.37588 -3.53783 -0.0078 -0.0047 0.0033
H -0.36329 5.53708 -4.62978 0.0045 0.0046 0.0017
H -1.64227 7.22599 -3.37871 -0.0136 -0.0059 -0.0076
H -2.29256 6.81025 -1.00511 0.0132 0.0193 -0.0124
```
Forces are in eV/Å.

**Energy relative to the best compared isomer or geometry (same formula, charge and spin)**: 1.05 kcal/mol
**Highest occupied orbital energy (alpha / beta)**: -0.8096 / -2.4579 eV
**<S²>**: 0.764
**Charge**: -2
**DFT total energy**: -141590.022 eV
**Multiplicity**: 2
**Kohn-Sham gap (alpha / beta)**: 0.193 / 0.254 Ha
**M**: 711.520 g/mol

Record 2
Molecular formula: C5H8O
Method: DFT, wB97M-V/def2-TZVPD

Geometry as XYZ:
```
14
Properties=species:S:1:pos:R:3:forces:R:3
C -1.23372 1.25244 0.41949 -0.0977 0.0656 -0.1006
C -0.57695 0.23950 -0.52794 -0.3708 0.0211 -0.2071
C -0.41839 -1.07453 0.16261 -0.2161 0.2203 -0.0798
C 0.87395 -1.34337 0.32443 -0.6783 0.7139 0.7309
C 1.66335 -0.41915 -0.55609 0.1928 0.0048 0.0574
O 0.76109 0.66372 -0.80593 -0.0762 0.0710 -0.2491
H -1.28890 2.22461 -0.07666 -0.0177 -0.0807 0.0205
H -2.24949 0.94273 0.68909 0.1096 0.0222 -0.1078
H -0.66054 1.38728 1.34725 -0.0089 -0.2300 -0.3162
H -1.15312 0.16429 -1.45590 0.0243 0.2186 -0.1530
H -1.18903 -1.60085 0.71554 -0.1216 0.4327 0.0553
H 0.94542 -1.49715 1.39550 1.5517 -1.5690 -0.0623
H 1.93231 -0.87617 -1.52686 -0.0769 -0.1027 0.4010
H 2.59401 -0.06333 -0.10454 -0.2143 0.2123 0.0107
```
Forces are in eV/Å.

**Energy relative to the best compared isomer or geometry (same formula, charge and spin)**: 51.36 kcal/mol
**Highest occupied orbital energy**: -9.1433 eV
**SMILES**: C[C@@H]1C=CCO1
**Charge**: 0
**DFT total energy**: -7360.028 eV
**Multiplicity**: 1
**Kohn-Sham gap**: 0.378 Ha
**M**: 84.118 g/mol

Record 3
Molecular formula: C6H14IN2
Method: DFT, wB97M-V/def2-TZVPD

Geometry as XYZ:
```
23
Properties=species:S:1:pos:R:3:forces:R:3
C 0.13616 2.13105 -0.63857 0.4573 -0.3735 -0.3598
C 0.50850 0.72653 -0.11709 2.8662 0.2910 -0.0460
C 1.93306 0.74221 0.48118 1.6487 0.3552 1.2005
C 0.40555 -0.45927 -1.17057 -3.1098 2.3154 2.8495
C 0.06742 -1.78241 -0.45091 1.9420 -1.5816 -1.7442
N -1.08438 -1.88220 0.56055 -1.4436 -0.1202 -1.9819
C -1.54229 -0.45231 0.90596 1.9253 0.5620 1.7839
I -3.25683 0.04334 -0.35415 0.3370 -0.1363 0.0510
N -0.34175 0.47114 1.00117 -4.3751 -2.7060 1.3320
H 0.50177 3.01298 -0.08213 0.1769 -0.7936 0.0016
H -0.91470 2.16217 -0.61341 -1.6303 0.2950 0.0612
H 0.34305 2.26704 -1.68006 0.6670 0.1103 -0.6573
H 1.97325 0.80064 1.60622 -0.5454 -0.1136 -1.0381
H 2.50562 1.63734 0.20163 -0.2069 -0.2405 -0.3642
H 2.59906 -0.11755 0.25041 -0.6700 0.2812 -0.1688
H 1.24245 -0.48554 -1.83730 0.2846 -0.3440 -0.2458
H -0.50281 -0.04939 -1.59045 -0.2267 -0.7627 -1.5351
H -0.05802 -2.54266 -1.24787 -0.5507 0.3150 0.5462
H 1.02097 -2.12996 -0.00777 -0.7923 0.2101 0.6435
H -2.01858 -2.33899 0.16057 2.6488 0.9331 0.5708
H -0.77190 -2.52667 1.31817 -0.2561 1.1712 -0.0945
H -1.95115 -0.53961 1.93534 0.1215 0.3819 -0.8338
H -0.79443 1.31212 1.36907 0.7315 -0.0496 0.0292
```
Forces are in eV/Å.

**Energy relative to the best compared isomer or geometry (same formula, charge and spin)**: 29.68 kcal/mol
**Highest occupied orbital energy**: -13.1398 eV
**SMILES**: CC1(C)CC[NH2+][C@H](I)N1
**Charge**: +1
**DFT total energy**: -17521.774 eV
**Multiplicity**: 1
**Kohn-Sham gap**: 0.343 Ha
**M**: 241.096 g/mol

Record 4
Molecular formula: AlF2N2O7S2
Method: DFT, wB97M-V/def2-TZVPD

Geometry as XYZ:
```
14
Properties=species:S:1:pos:R:3:forces:R:3
Al 2.06419 2.65251 1.91043 -0.0559 -0.0699 0.0259
N -0.46055 -0.88960 1.53411 -1.5192 -2.5973 2.2503
S -1.24512 -1.53299 0.36023 -1.3859 2.6872 -9.1582
O -2.64475 -1.18353 0.15083 1.6152 -0.8534 1.4030
O -0.78404 -2.79422 -0.13679 -0.3590 -0.0797 1.3724
F -0.59453 -0.52465 -0.71212 0.1283 -0.1903 0.1932
S -1.15608 -2.03340 2.59829 -0.0078 -1.9196 9.2050
O -0.47190 -3.31034 2.90818 -1.3611 2.5667 -2.7621
O -2.60547 -1.95927 2.85923 2.9682 -0.1018 -2.1285
F -0.61593 -1.24507 3.87478 0.0279 0.6377 -0.4431
N 2.12773 3.21419 -3.83140 -0.2909 -0.6053 -1.5404
O 3.25247 3.18766 -4.32833 -0.9172 0.0052 -0.0086
O 2.01455 3.43896 -2.64742 -0.3989 0.1113 0.5354
O 1.11943 2.97977 -4.54002 1.5564 0.4093 1.0558
```
Forces are in eV/Å.

**Energy relative to the best compared isomer or geometry (same formula, charge and spin)**: 36.18 kcal/mol
**Highest occupied orbital energy**: -13.0306 eV
**Charge**: +1
**DFT total energy**: -50991.807 eV
**Multiplicity**: 1
**Kohn-Sham gap**: 0.067 Ha
**M**: 269.119 g/mol

Q: The lowest M belongs to which entry?
A: C5H8O